(1)
{"formula": "C15H24AlI2N2O3S2Sc", "method": "the ωB97M-V functional and the def2-TZVPD basis", "species": ["I", "I", "Sc", "Al", "S", "S", "C", "C", "C", "C", "C", "C", "C", "C", "C", "C", "C", "O", "O", "O", "H", "H", "H", "H", "H", "H", "H", "H", "H", "H", "H", "H", "H", "H", "H", "H", "H", "H", "C", "C", "N", "C", "C", "N", "H", "H", "H", "H", "H", "H"], "coordinates": [[-0.549, 1.848, 1.948], [4.602, -1.212, -2.023], [1.911, -1.098, -1.518], [0.000, 0.000, 0.000], [1.798, 1.265, -1.022], [2.140, -0.717, 0.865], [-1.473, 0.474, -1.090], [1.469, 2.464, -2.432], [2.183, -2.149, 2.082], [2.768, 2.493, -3.245], [0.259, 2.112, -3.287], [1.243, 3.798, -1.703], [3.686, -2.444, 2.212], [1.434, -3.390, 1.619], [1.618, -1.581, 3.389], [1.425, -1.000, -3.337], [1.655, -2.972, -1.587], [-2.404, 0.815, -1.673], [1.160, -0.959, -4.457], [1.593, -4.118, -1.669], [2.989, 1.522, -3.693], [3.620, 2.780, -2.623], [2.659, 3.230, -4.050], [0.006, 1.051, -3.238], [0.487, 2.352, -4.332], [-0.610, 2.703, -2.993], [0.398, 3.730, -1.011], [1.025, 4.572, -2.448], [2.132, 4.096, -1.141], [3.820, -3.287, 2.901], [4.225, -1.580, 2.610], [4.119, -2.711, 1.244], [0.945, -3.849, 2.488], [2.122, -4.126, 1.200], [0.659, -3.163, 0.885], [1.678, -2.357, 4.162], [0.574, -1.279, 3.283], [2.189, -0.711, 3.724], [-1.584, -3.668, 0.342], [-2.033, -2.413, 1.009], [-1.530, -1.126, 0.917], [-2.568, -0.415, 1.465], [-3.549, -1.216, 1.946], [-3.210, -2.468, 1.676], [-1.281, -4.407, 1.116], [-2.456, -4.097, -0.195], [-0.835, -3.488, -0.445], [-2.723, 0.640, 1.479], [-4.481, -0.894, 2.394], [-3.811, -3.301, 1.861]], "forces_ev_per_angstrom": [[0.37, 0.13, -0.18], [0.66, -0.18, -0.10], [6.09, 7.28, 7.81], [0.66, 0.76, 4.76], [-1.46, 0.27, -1.00], [-0.80, -1.36, 0.41], [-5.93, 2.41, -4.28], [0.21, 0.97, 0.01], [0.35, -0.15, 0.76], [0.00, 0.01, 0.28], [-0.06, -0.04, -0.13], [0.20, 0.01, -0.12], [-0.02, 0.33, 0.07], [-0.13, 0.01, -0.10], [0.10, 0.10, -0.06], [-3.56, 0.76, -13.64], [-1.68, -13.72, -0.68], [3.72, -1.46, 2.37], [1.18, -0.24, 4.49], [0.37, 4.55, 0.28], [-0.04, -0.04, -0.17], [-0.05, 0.04, -0.11], [0.05, -0.12, 0.16], [-0.13, 0.03, -0.17], [-0.19, -0.04, 0.18], [-0.02, -0.13, -0.05], [-0.01, 0.08, -0.13], [0.04, -0.09, 0.15], [-0.10, 0.05, -0.08], [-0.02, 0.15, -0.10], [0.03, -0.15, 0.03], [0.01, -0.14, 0.07], [0.12, -0.01, -0.21], [-0.08, -0.02, -0.04], [0.12, -0.02, 0.26], [0.02, 0.16, -0.12], [-0.06, -0.12, 0.01], [-0.02, -0.13, 0.03], [-0.27, -0.43, -0.15], [0.82, -0.78, -0.67], [-0.87, -2.37, -0.58], [-1.05, 1.15, 1.04], [-1.10, 2.01, 0.67], [0.83, -0.88, -0.68], [0.15, 0.32, -0.76], [0.43, 0.18, 0.33], [-0.12, -0.20, 0.56], [0.27, 0.58, -0.26], [0.12, -0.26, 0.11], [0.86, 0.70, -0.29]], "lowdin_charge": [1.09, 1.00, -0.10, -0.35, 0.72, 0.73, 0.00, -0.79, -0.78, -0.07, -0.06, -0.08, -0.08, -0.07, -0.08, -0.10, -0.10, 0.32, 0.33, 0.32, 0.07, 0.10, 0.13, 0.03, 0.13, 0.11, 0.08, 0.13, 0.10, 0.13, 0.11, 0.07, 0.12, 0.11, 0.01, 0.12, 0.07, 0.10, 0.02, -0.27, 0.01, -0.25, 0.00, 0.19, 0.13, 0.13, 0.06, 0.03, 0.17, 0.24], "e_above_lowest_ev": 4.331, "total_charge": 4}


(2)
{"formula": "C6H13N2", "method": "the ωB97M-V functional and the def2-TZVPD basis", "species": ["C", "C", "C", "N", "H", "H", "H", "H", "H", "H", "C", "C", "C", "N", "H", "H", "H", "H", "H", "H", "H"], "coordinates": [[1.914, -1.914, -0.448], [1.296, -2.166, -1.607], [2.325, -0.539, 1.500], [1.696, -0.796, 0.318], [2.658, -2.589, -0.041], [0.562, -1.496, -2.037], [1.494, -3.082, -2.143], [2.126, 0.383, 2.016], [3.031, -1.249, 1.896], [1.037, -0.093, -0.008], [-3.566, 0.869, -0.376], [-2.233, 1.548, -0.289], [-1.213, 1.070, 0.408], [0.097, 1.658, 0.463], [-3.572, -0.061, 0.191], [-4.362, 1.511, 0.004], [-3.809, 0.626, -1.413], [-2.110, 2.487, -0.822], [-1.286, 0.126, 0.940], [0.208, 2.178, 1.327], [0.191, 2.335, -0.289]], "forces_ev_per_angstrom": [[-0.18, 0.27, -0.11], [-0.01, -0.26, -0.09], [0.18, 0.06, 0.38], [0.03, -0.18, -0.17], [-0.05, -0.06, 0.00], [0.00, 0.06, 0.09], [0.08, 0.03, 0.01], [-0.08, 0.03, -0.11], [-0.02, -0.06, -0.09], [0.24, -0.05, 0.15], [0.08, -0.04, -0.17], [-0.09, -0.15, 0.10], [0.28, 0.11, -0.01], [-0.52, 0.31, -0.34], [0.00, 0.02, 0.03], [0.00, 0.01, -0.01], [-0.06, 0.02, 0.02], [-0.01, 0.02, -0.01], [-0.11, 0.07, 0.11], [0.18, -0.18, 0.12], [0.02, -0.02, 0.10]], "lowdin_charge": [-0.24, -0.02, -0.05, -0.10, 0.11, 0.04, 0.03, 0.02, 0.04, 0.08, -0.11, -0.17, -0.22, 0.00, 0.07, 0.07, 0.07, 0.10, 0.11, 0.08, 0.08], "spin_multiplicity": 2, "e_above_lowest_ev": 0.000, "total_charge": 0}


(3)
{"formula": "C10H24OP", "method": "the ωB97M-V functional and the def2-TZVPD basis", "species": ["C", "C", "C", "C", "C", "C", "C", "C", "C", "C", "O", "P", "H", "H", "H", "H", "H", "H", "H", "H", "H", "H", "H", "H", "H", "H", "H", "H", "H", "H", "H", "H", "H", "H", "H", "H"], "coordinates": [[1.776, -2.544, 0.568], [1.619, 1.264, -2.167], [-1.212, -1.284, -3.149], [-2.131, 1.141, 1.452], [-0.126, 0.272, 2.852], [-0.302, 2.742, 2.254], [0.317, -2.269, 0.120], [1.724, -0.106, -1.482], [-1.218, -0.381, -1.908], [-0.651, 1.289, 1.777], [0.182, 1.334, 0.672], [0.113, -0.663, -0.717], [1.967, -3.689, 0.605], [2.514, -2.105, 0.040], [1.799, -2.165, 1.512], [2.617, 1.549, -2.148], [1.319, 1.107, -3.216], [0.947, 2.000, -1.530], [-1.598, -0.765, -4.050], [-0.106, -1.484, -3.232], [-1.784, -2.187, -2.892], [-2.413, 1.841, 0.774], [-2.479, 0.135, 1.306], [-2.763, 1.242, 2.332], [-0.635, 0.689, 3.777], [0.867, 0.305, 2.760], [-0.422, -0.682, 2.480], [-0.760, 3.560, 1.591], [-0.900, 2.929, 3.071], [0.792, 3.030, 2.400], [-0.506, -2.366, 0.820], [0.123, -3.031, -0.565], [2.159, -0.063, -0.509], [2.219, -0.942, -2.066], [-2.138, -0.319, -1.451], [-0.909, 0.617, -2.078]], "forces_ev_per_angstrom": [[-3.01, -3.77, 0.63], [-2.23, -0.48, 1.08], [1.50, 0.17, 0.77], [0.81, -1.43, 2.97], [-4.99, 2.38, -0.64], [0.49, 1.85, -2.22], [0.69, 0.93, -0.23], [-1.82, -1.47, 0.08], [1.08, -0.57, -0.10], [1.01, 0.36, 0.82], [-0.28, -3.32, -2.67], [1.00, 1.96, 0.45], [-0.40, 2.04, -0.02], [2.16, 1.36, -2.14], [0.73, 0.77, 2.96], [1.69, 1.35, -0.23], [-0.19, 0.49, 0.50], [1.42, -1.47, -1.59], [0.24, -0.40, 0.65], [-1.19, -0.47, -0.92], [0.38, 0.17, -0.53], [-1.05, 1.71, -2.32], [0.50, -0.87, -1.29], [0.23, 0.96, 0.56], [1.12, -1.46, -0.61], [4.07, 0.42, 0.60], [-0.68, -1.00, 0.46], [0.89, -1.41, 0.15], [-0.81, 0.14, 2.61], [-1.55, -0.92, -0.05], [0.36, 0.00, 0.70], [-0.78, -1.00, -1.88], [1.37, 0.48, 0.54], [-0.61, 1.01, 0.52], [-2.12, 0.09, 1.21], [0.00, 1.39, -0.83]], "lowdin_charge": [-0.08, -0.11, -0.09, -0.02, 0.01, -0.02, -0.31, -0.34, -0.35, -0.69, -0.12, 1.20, 0.14, 0.02, 0.04, 0.05, 0.09, 0.12, 0.10, 0.08, 0.09, 0.06, 0.08, 0.10, 0.13, 0.03, 0.05, 0.12, 0.05, 0.12, 0.09, 0.07, 0.05, 0.13, 0.06, 0.06], "e_above_lowest_ev": 3.061, "total_charge": 1}


(4)
{"formula": "CH12N3O3", "method": "the ωB97M-V functional and the def2-TZVPD basis", "species": ["N", "C", "N", "N", "H", "H", "H", "H", "H", "H", "H", "H", "O", "H", "H", "O", "H", "H", "O"], "coordinates": [[-1.242, -2.235, -0.636], [-0.258, -1.345, -0.830], [0.993, -1.673, -0.535], [-0.473, -0.251, -1.552], [-0.993, -3.188, -0.462], [-2.141, -1.922, -0.956], [1.716, -0.964, -0.500], [1.220, -2.500, -0.010], [0.192, 0.504, -1.441], [-1.372, 0.206, -1.602], [1.591, 3.307, 1.922], [1.052, 2.226, 2.892], [1.630, 2.369, 2.136], [-3.374, 0.117, 0.249], [-2.584, 0.990, 1.241], [-2.483, 0.434, 0.462], [2.147, 1.196, 0.664], [2.391, 1.729, -0.765], [1.988, 1.002, -0.278]], "forces_ev_per_angstrom": [[0.51, 1.25, -0.06], [0.19, -1.06, -0.85], [0.54, 0.01, 0.63], [-0.08, 1.56, 0.18], [-0.44, -0.25, 0.08], [-0.22, -0.71, 0.08], [-0.18, 0.31, -0.32], [-0.34, -0.14, 0.01], [0.65, -0.31, 0.10], [-0.44, -0.73, 0.20], [-0.06, 0.02, 0.16], [0.06, 0.14, 0.03], [0.07, -0.16, -0.07], [0.15, 0.27, 0.30], [-0.08, 0.01, -0.01], [-0.28, -0.23, -0.29], [-0.29, 0.27, -0.17], [0.12, -0.09, 0.06], [0.11, -0.17, -0.07]], "lowdin_charge": [0.21, -0.48, 0.21, 0.20, 0.13, 0.12, 0.09, 0.13, 0.10, 0.11, 0.06, 0.06, -0.04, 0.06, 0.06, -0.05, 0.03, 0.07, -0.06], "e_above_lowest_ev": 0.221, "total_charge": 1}


(5)
{"formula": "C13H33IN3O4", "method": "the ωB97M-V functional and the def2-TZVPD basis", "species": ["C", "C", "N", "C", "N", "I", "N", "C", "C", "H", "H", "H", "H", "H", "H", "H", "H", "H", "C", "C", "O", "H", "H", "H", "H", "H", "H", "C", "C", "O", "H", "H", "H", "H", "H", "H", "C", "C", "O", "H", "H", "H", "H", "H", "H", "C", "C", "O", "H", "H", "H", "H", "H", "H"], "coordinates": [[1.057, -2.404, -2.503], [-0.171, -2.183, -3.179], [-0.551, -0.970, -3.918], [-1.254, -0.039, -3.099], [-2.687, -0.235, -3.002], [-3.387, 0.361, -4.892], [-0.701, 0.976, -2.474], [0.739, 1.259, -2.558], [1.733, 0.667, -1.790], [1.052, -2.480, -1.376], [2.057, -2.538, -3.012], [-0.907, -3.045, -3.188], [0.226, -0.543, -4.430], [-3.083, 0.487, -2.374], [-1.305, 1.598, -1.919], [1.057, 2.065, -3.283], [2.744, 0.509, -2.299], [1.658, 0.376, -0.711], [-2.723, 1.893, 2.251], [-2.296, 1.310, 0.919], [-3.250, 1.636, -0.096], [-3.703, 1.511, 2.539], [-2.003, 1.644, 3.033], [-2.810, 2.978, 2.187], [-2.230, 0.223, 0.980], [-1.315, 1.700, 0.619], [-3.298, 2.598, -0.151], [-6.285, 5.682, 3.532], [-4.832, 5.280, 3.376], [-4.735, 3.951, 2.867], [-6.801, 4.997, 4.207], [-6.370, 6.696, 3.927], [-6.805, 5.636, 2.571], [-4.323, 5.307, 4.340], [-4.312, 5.958, 2.692], [-5.179, 3.935, 2.011], [5.580, -1.710, -0.251], [4.431, -1.548, -1.225], [4.655, -0.424, -2.077], [5.695, -0.811, 0.359], [5.414, -2.564, 0.409], [6.522, -1.856, -0.785], [3.495, -1.381, -0.688], [4.319, -2.443, -1.846], [5.477, -0.582, -2.555], [3.079, -5.361, 1.161], [3.517, -4.843, 2.517], [3.767, -3.441, 2.456], [3.846, -5.161, 0.409], [2.892, -6.436, 1.195], [2.166, -4.856, 0.830], [4.439, -5.333, 2.834], [2.749, -5.031, 3.273], [2.948, -3.012, 2.186]], "forces_ev_per_angstrom": [[-0.61, 0.34, -0.87], [0.62, -0.84, 1.45], [0.38, 0.23, -0.25], [-1.47, -0.92, -0.35], [2.40, 1.03, -0.35], [-0.15, -0.31, 0.22], [0.65, 0.30, 0.52], [2.19, -0.54, 0.69], [-0.81, 0.80, -1.27], [-0.30, -1.96, -1.42], [-0.85, 1.97, 0.64], [-0.08, 1.91, 1.25], [-0.15, 0.05, 0.48], [0.21, -0.59, 0.05], [0.05, -0.32, -0.43], [-0.70, -1.58, 0.15], [-1.10, 1.14, 1.19], [-0.49, -0.60, -1.41], [0.20, -0.12, -0.09], [0.02, 0.20, 0.45], [0.18, -0.14, -0.80], [0.10, -0.01, -0.02], [-0.03, 0.02, -0.03], [0.10, -0.09, 0.07], [-0.11, 0.05, -0.22], [0.12, -0.07, 0.11], [-0.14, -0.07, 0.16], [-0.06, 0.03, 0.09], [-0.36, 0.07, -0.22], [0.09, 0.04, 0.06], [0.09, 0.06, 0.02], [-0.04, -0.04, -0.05], [0.05, 0.11, 0.00], [0.04, -0.17, -0.11], [0.02, 0.13, 0.13], [-0.08, -0.01, 0.14], [0.02, -0.06, 0.13], [0.57, -0.09, -0.02], [-0.30, 0.07, -0.13], [-0.09, -0.07, 0.00], [0.03, 0.06, 0.01], [-0.07, -0.09, -0.02], [0.01, 0.11, -0.12], [-0.09, -0.10, 0.13], [-0.05, 0.09, 0.05], [0.05, -0.08, -0.07], [-0.32, 0.10, -0.19], [0.22, 0.12, 0.00], [0.03, -0.07, 0.08], [-0.04, 0.05, -0.06], [-0.06, -0.09, 0.07], [-0.01, 0.20, 0.03], [0.06, -0.18, 0.01], [0.06, -0.04, 0.09]], "lowdin_charge": [0.01, -0.13, 0.01, -0.48, -0.33, 0.90, 0.13, -0.13, 0.06, 0.07, 0.08, 0.13, 0.14, 0.02, 0.15, 0.13, 0.08, 0.09, -0.08, -0.32, -0.10, 0.08, 0.09, 0.06, 0.11, 0.10, 0.09, -0.09, -0.31, -0.11, 0.08, 0.08, 0.07, 0.12, 0.11, 0.08, -0.07, -0.33, -0.11, 0.09, 0.06, 0.08, 0.09, 0.11, 0.09, -0.09, -0.31, -0.09, 0.07, 0.08, 0.06, 0.12, 0.11, 0.07], "e_tot_ev": -34763.6918, "total_charge": 1}


Copy entry 2 word for word.
{"formula": "C6H13N2", "method": "the ωB97M-V functional and the def2-TZVPD basis", "species": ["C", "C", "C", "N", "H", "H", "H", "H", "H", "H", "C", "C", "C", "N", "H", "H", "H", "H", "H", "H", "H"], "coordinates": [[1.914, -1.914, -0.448], [1.296, -2.166, -1.607], [2.325, -0.539, 1.500], [1.696, -0.796, 0.318], [2.658, -2.589, -0.041], [0.562, -1.496, -2.037], [1.494, -3.082, -2.143], [2.126, 0.383, 2.016], [3.031, -1.249, 1.896], [1.037, -0.093, -0.008], [-3.566, 0.869, -0.376], [-2.233, 1.548, -0.289], [-1.213, 1.070, 0.408], [0.097, 1.658, 0.463], [-3.572, -0.061, 0.191], [-4.362, 1.511, 0.004], [-3.809, 0.626, -1.413], [-2.110, 2.487, -0.822], [-1.286, 0.126, 0.940], [0.208, 2.178, 1.327], [0.191, 2.335, -0.289]], "forces_ev_per_angstrom": [[-0.18, 0.27, -0.11], [-0.01, -0.26, -0.09], [0.18, 0.06, 0.38], [0.03, -0.18, -0.17], [-0.05, -0.06, 0.00], [0.00, 0.06, 0.09], [0.08, 0.03, 0.01], [-0.08, 0.03, -0.11], [-0.02, -0.06, -0.09], [0.24, -0.05, 0.15], [0.08, -0.04, -0.17], [-0.09, -0.15, 0.10], [0.28, 0.11, -0.01], [-0.52, 0.31, -0.34], [0.00, 0.02, 0.03], [0.00, 0.01, -0.01], [-0.06, 0.02, 0.02], [-0.01, 0.02, -0.01], [-0.11, 0.07, 0.11], [0.18, -0.18, 0.12], [0.02, -0.02, 0.10]], "lowdin_charge": [-0.24, -0.02, -0.05, -0.10, 0.11, 0.04, 0.03, 0.02, 0.04, 0.08, -0.11, -0.17, -0.22, 0.00, 0.07, 0.07, 0.07, 0.10, 0.11, 0.08, 0.08], "spin_multiplicity": 2, "e_above_lowest_ev": 0.000, "total_charge": 0}


What did the third record say?
{"formula": "C10H24OP", "method": "the ωB97M-V functional and the def2-TZVPD basis", "species": ["C", "C", "C", "C", "C", "C", "C", "C", "C", "C", "O", "P", "H", "H", "H", "H", "H", "H", "H", "H", "H", "H", "H", "H", "H", "H", "H", "H", "H", "H", "H", "H", "H", "H", "H", "H"], "coordinates": [[1.776, -2.544, 0.568], [1.619, 1.264, -2.167], [-1.212, -1.284, -3.149], [-2.131, 1.141, 1.452], [-0.126, 0.272, 2.852], [-0.302, 2.742, 2.254], [0.317, -2.269, 0.120], [1.724, -0.106, -1.482], [-1.218, -0.381, -1.908], [-0.651, 1.289, 1.777], [0.182, 1.334, 0.672], [0.113, -0.663, -0.717], [1.967, -3.689, 0.605], [2.514, -2.105, 0.040], [1.799, -2.165, 1.512], [2.617, 1.549, -2.148], [1.319, 1.107, -3.216], [0.947, 2.000, -1.530], [-1.598, -0.765, -4.050], [-0.106, -1.484, -3.232], [-1.784, -2.187, -2.892], [-2.413, 1.841, 0.774], [-2.479, 0.135, 1.306], [-2.763, 1.242, 2.332], [-0.635, 0.689, 3.777], [0.867, 0.305, 2.760], [-0.422, -0.682, 2.480], [-0.760, 3.560, 1.591], [-0.900, 2.929, 3.071], [0.792, 3.030, 2.400], [-0.506, -2.366, 0.820], [0.123, -3.031, -0.565], [2.159, -0.063, -0.509], [2.219, -0.942, -2.066], [-2.138, -0.319, -1.451], [-0.909, 0.617, -2.078]], "forces_ev_per_angstrom": [[-3.01, -3.77, 0.63], [-2.23, -0.48, 1.08], [1.50, 0.17, 0.77], [0.81, -1.43, 2.97], [-4.99, 2.38, -0.64], [0.49, 1.85, -2.22], [0.69, 0.93, -0.23], [-1.82, -1.47, 0.08], [1.08, -0.57, -0.10], [1.01, 0.36, 0.82], [-0.28, -3.32, -2.67], [1.00, 1.96, 0.45], [-0.40, 2.04, -0.02], [2.16, 1.36, -2.14], [0.73, 0.77, 2.96], [1.69, 1.35, -0.23], [-0.19, 0.49, 0.50], [1.42, -1.47, -1.59], [0.24, -0.40, 0.65], [-1.19, -0.47, -0.92], [0.38, 0.17, -0.53], [-1.05, 1.71, -2.32], [0.50, -0.87, -1.29], [0.23, 0.96, 0.56], [1.12, -1.46, -0.61], [4.07, 0.42, 0.60], [-0.68, -1.00, 0.46], [0.89, -1.41, 0.15], [-0.81, 0.14, 2.61], [-1.55, -0.92, -0.05], [0.36, 0.00, 0.70], [-0.78, -1.00, -1.88], [1.37, 0.48, 0.54], [-0.61, 1.01, 0.52], [-2.12, 0.09, 1.21], [0.00, 1.39, -0.83]], "lowdin_charge": [-0.08, -0.11, -0.09, -0.02, 0.01, -0.02, -0.31, -0.34, -0.35, -0.69, -0.12, 1.20, 0.14, 0.02, 0.04, 0.05, 0.09, 0.12, 0.10, 0.08, 0.09, 0.06, 0.08, 0.10, 0.13, 0.03, 0.05, 0.12, 0.05, 0.12, 0.09, 0.07, 0.05, 0.13, 0.06, 0.06], "e_above_lowest_ev": 3.061, "total_charge": 1}